No. 1
C39H26F12IN6PS2Zr | wB97M-V/def2-TZVPD

Last column: Löwdin charge in e.
Atoms and positions in Å:
1 Zr 1.406 -0.306 -0.329  1.15
2 C -3.067 -2.095 2.521  0.03
3 C -1.614 -2.164 2.793  -0.30
4 N -1.041 -2.703 3.817  0.18
5 N 0.293 -2.530 3.624  0.08
6 C 0.571 -1.873 2.507  -0.67
7 S 2.068 -1.305 1.927  0.73
8 N -0.640 -1.638 1.957  -0.06
9 N -0.782 -0.932 0.764  0.04
10 H -3.598 -2.544 3.356  0.11
11 H -3.316 -2.642 1.610  0.10
12 H -3.399 -1.061 2.413  0.09
13 H 0.949 -2.855 4.321  0.18
14 H -0.978 -1.605 0.008  0.07
15 H -1.535 -0.248 0.848  0.08
16 S 5.408 0.774 1.508  0.77
17 C 4.081 0.873 0.687  -0.98
18 N 3.041 0.927 0.085  -0.18
19 F 2.584 8.288 -0.160  0.16
20 C 2.210 7.560 -1.219  -0.59
21 F 1.222 8.220 -1.839  0.17
22 F 3.247 7.487 -2.060  0.16
23 C 1.738 6.188 -0.794  -0.09
24 C 0.946 6.074 0.343  0.02
25 C 0.472 4.833 0.722  -0.05
26 C 0.787 3.703 -0.037  -0.36
27 C 1.594 3.825 -1.160  -0.08
28 C 2.069 5.071 -1.543  0.02
29 P 0.094 2.105 0.418  1.02
30 C -1.694 2.179 0.123  -0.37
31 C -2.550 2.936 0.923  -0.06
32 C -3.904 2.995 0.637  0.03
33 C -4.407 2.299 -0.454  -0.09
34 C -3.566 1.555 -1.270  0.01
35 C -2.213 1.495 -0.978  -0.10
36 C -5.891 2.300 -0.745  -0.59
37 F -6.441 1.157 -0.295  0.16
38 F -6.514 3.316 -0.150  0.17
39 F -6.124 2.369 -2.059  0.17
40 C 0.330 1.905 2.201  -0.37
41 C -0.617 1.242 2.985  -0.10
42 C -0.290 0.810 4.257  0.00
43 C 0.987 1.043 4.752  -0.10
44 C 1.906 1.781 4.022  0.02
45 C 1.578 2.212 2.745  -0.08
46 C 1.340 0.467 6.102  -0.59
47 F 1.006 -0.846 6.135  0.13
48 F 2.643 0.555 6.362  0.17
49 F 0.668 1.071 7.083  0.18
50 H 0.709 6.951 0.930  0.14
51 H -0.135 4.749 1.615  0.11
52 H 1.877 2.953 -1.736  0.04
53 H 2.700 5.170 -2.415  0.13
54 H -2.167 3.484 1.775  0.11
55 H -4.566 3.584 1.256  0.14
56 H -3.965 1.034 -2.130  0.14
57 H -1.557 0.921 -1.630  0.09
58 H -1.617 1.062 2.610  0.10
59 H -1.019 0.283 4.861  0.14
60 H 2.887 1.987 4.427  0.14
61 H 2.311 2.751 2.160  0.11
62 F -1.743 -8.435 -4.741  0.16
63 C -2.573 -7.423 -4.474  -0.59
64 F -3.124 -7.024 -5.630  0.16
65 F -3.564 -7.898 -3.703  0.16
66 C -1.871 -6.275 -3.792  -0.09
67 C -2.615 -5.142 -3.485  0.01
68 C -2.011 -4.078 -2.845  -0.02
69 C -0.654 -4.143 -2.514  -0.25
70 C 0.086 -5.282 -2.834  0.00
71 C -0.525 -6.348 -3.471  0.02
72 C -0.019 -3.058 -1.832  -0.10
73 C 0.554 -2.144 -1.258  -0.23
74 H -3.664 -5.098 -3.744  0.13
75 H -2.585 -3.194 -2.601  0.11
76 H 1.135 -5.332 -2.573  0.12
77 H 0.043 -7.235 -3.715  0.13
78 I 1.611 0.304 -3.426  1.11
79 C 3.180 -0.947 -2.854  -0.72
80 C 4.147 -1.373 -3.741  -0.08
81 C 5.154 -2.185 -3.239  -0.01
82 C 5.152 -2.524 -1.894  0.00
83 C 4.140 -2.044 -1.085  -0.10
84 N 3.161 -1.265 -1.565  -0.16
85 H 4.116 -1.079 -4.780  0.12
86 H 5.935 -2.546 -3.895  0.13
87 H 5.923 -3.149 -1.470  0.13
88 H 4.098 -2.280 -0.030  0.10

As for the charge: +2. The calculation puts the strongest force on any atom at 0.501 eV/A. The calculation puts the energy above the lowest of the compared OMol25 structures with the same formula, charge and spin at 46.2 kcal per mole. The LUMO energy is -6.7105 eV.

No. 2
C39H27F4N7Ti | wB97M-V/def2-TZVPD

Last column: Löwdin charge in e.
Atoms and positions in Å:
1 Ti 1.168 0.570 0.511  1.15
2 N 1.355 -0.345 2.514  0.03
3 C 1.086 0.403 3.742  -0.22
4 C 0.463 -0.261 4.788  -0.02
5 C 0.181 0.412 5.964  -0.04
6 C 0.527 1.749 6.085  -0.04
7 C 1.153 2.401 5.038  0.00
8 C 1.452 1.743 3.842  -0.13
9 C 2.092 2.490 2.733  -0.16
10 C 2.968 3.535 3.023  0.00
11 C 3.472 4.346 2.016  -0.01
12 C 3.103 4.145 0.693  -0.04
13 C 2.271 3.086 0.373  -0.08
14 C 1.794 2.228 1.383  -0.18
15 H 0.755 -1.168 2.528  0.09
16 H 2.307 -0.717 2.537  0.13
17 H 0.207 -1.310 4.687  0.12
18 H -0.306 -0.106 6.779  0.12
19 H 0.300 2.289 6.994  0.12
20 H 1.384 3.453 5.134  0.12
21 H 3.266 3.717 4.046  0.13
22 H 4.149 5.151 2.270  0.13
23 H 3.463 4.806 -0.083  0.12
24 H 1.996 2.943 -0.666  0.09
25 C -1.704 2.900 1.245  -0.06
26 C -1.645 1.680 0.332  -0.20
27 C -1.542 2.038 -1.132  -0.16
28 C -2.644 2.665 -1.696  -0.02
29 C -2.597 3.153 -2.991  -0.03
30 C -1.412 3.094 -3.699  -0.02
31 C -0.273 2.489 -3.174  -0.15
32 C 1.026 2.653 -3.942  -0.20
33 C 1.360 4.128 -4.179  -0.07
34 C -0.392 1.867 -1.918  -0.15
35 N 0.664 1.051 -1.405  -0.04
36 C 1.378 0.286 -2.211  -0.06
37 C 2.479 -0.406 -1.674  -0.29
38 C 3.458 -1.213 -2.236  0.04
39 C 4.355 -1.533 -1.206  -0.02
40 C 3.898 -0.917 -0.056  -0.08
41 N 2.757 -0.224 -0.310  -0.08
42 H -1.687 2.604 2.295  0.08
43 H -2.623 3.455 1.066  0.09
44 H -0.865 3.570 1.054  0.08
45 H -2.501 1.023 0.505  0.13
46 H -0.823 1.016 0.682  0.03
47 H -3.548 2.777 -1.110  0.13
48 H -3.470 3.616 -3.429  0.12
49 H -1.357 3.542 -4.683  0.13
50 H 0.955 2.130 -4.899  0.13
51 H 1.870 2.209 -3.413  0.09
52 H 0.598 4.630 -4.772  0.07
53 H 2.306 4.219 -4.711  0.08
54 H 1.446 4.662 -3.231  0.08
55 H 1.103 0.167 -3.254  0.14
56 H 3.521 -1.505 -3.272  0.13
57 H 5.247 -2.132 -1.287  0.12
58 H 4.337 -0.929 0.931  0.12
59 F -2.364 -4.529 -3.356  0.16
60 C -2.546 -4.880 -2.094  -0.13
61 C -3.288 -5.968 -1.804  -0.12
62 F -3.815 -6.656 -2.788  0.18
63 C -3.526 -6.407 -0.442  0.00
64 C -2.906 -5.586 0.582  -0.12
65 C -2.169 -4.503 0.275  -0.13
66 F -1.613 -3.784 1.252  0.13
67 C -1.938 -4.072 -1.073  0.01
68 C -1.185 -2.956 -1.366  -0.11
69 C -0.591 -2.105 -0.402  -0.07
70 N -0.141 -1.277 0.260  0.17
71 C -0.865 -2.464 -2.672  -0.16
72 N -0.474 -2.006 -3.651  0.23
73 F -3.067 -5.904 1.845  0.17
74 C -4.276 -7.509 -0.144  -0.08
75 C -4.518 -7.960 1.192  -0.13
76 N -4.712 -8.375 2.245  0.26
77 C -4.896 -8.335 -1.132  -0.13
78 N -5.392 -9.051 -1.882  0.27

As for the charge: +2. The calculation puts the strongest force on any atom at 0.543 eV/A. The calculation puts the energy above the lowest of the compared OMol25 structures with the same formula, charge and spin at 14.8 kcal per mole. The LUMO energy is -8.1626 eV.

No. 3
C39H27F5N11O6RbS3 | wB97M-V/def2-TZVPD

Last column: Löwdin charge in e.
Atoms and positions in Å:
1 Rb -0.295 -0.464 0.323  0.80
2 F 1.001 -0.165 6.387  0.08
3 C 1.088 0.831 5.483  -0.16
4 C 0.428 0.754 4.272  -0.16
5 F -0.304 -0.339 3.983  0.09
6 C 0.525 1.781 3.355  -0.26
7 F -0.163 1.596 2.208  -0.04
8 C 1.291 2.940 3.562  -0.66
9 S 1.440 4.207 2.405  0.49
10 C 1.939 2.969 4.809  -0.26
11 F 2.700 4.025 5.141  0.05
12 C 1.846 1.958 5.743  -0.16
13 F 2.495 2.055 6.920  0.08
14 S -3.747 0.019 -0.779  0.48
15 C -3.168 1.649 -0.718  -0.88
16 N -3.782 2.711 -0.344  0.03
17 N -5.078 2.528 0.017  -0.03
18 C -5.758 3.520 0.675  -0.25
19 C -7.055 3.273 1.148  -0.05
20 C -7.772 4.267 1.789  -0.13
21 C -7.226 5.532 1.977  -0.14
22 C -5.940 5.775 1.511  -0.11
23 C -5.205 4.793 0.869  -0.03
24 N -1.787 1.762 -1.102  -0.07
25 N -1.345 2.872 -1.407  0.09
26 C 0.031 2.773 -1.781  -0.26
27 C 0.923 3.725 -1.308  -0.04
28 C 2.267 3.609 -1.634  -0.09
29 C 2.707 2.576 -2.451  -0.10
30 C 1.801 1.643 -2.940  -0.08
31 C 0.460 1.732 -2.602  -0.05
32 H -5.399 1.563 0.048  0.05
33 H -7.489 2.289 1.007  0.10
34 H -8.771 4.048 2.149  0.09
35 H -7.788 6.307 2.483  0.08
36 H -5.490 6.750 1.656  0.09
37 H -4.200 4.981 0.520  0.10
38 H 0.578 4.497 -0.635  0.09
39 H 2.973 4.315 -1.216  0.10
40 H 3.758 2.487 -2.701  0.09
41 H 2.135 0.836 -3.581  0.08
42 H -0.245 0.999 -2.971  0.06
43 S -0.298 -1.134 -5.009  0.59
44 C -1.321 -2.120 -4.119  -0.89
45 N -1.644 -3.394 -4.456  0.02
46 C -2.434 -4.062 -3.426  -0.14
47 C -2.811 -2.892 -2.497  -0.16
48 N -1.963 -1.811 -2.986  0.02
49 H -1.062 -3.884 -5.114  0.10
50 H -1.839 -4.797 -2.888  0.09
51 H -3.314 -4.537 -3.862  0.11
52 H -2.578 -3.121 -1.459  0.11
53 H -3.863 -2.613 -2.573  0.10
54 H -2.121 -0.861 -2.672  0.05
55 N 9.838 -4.080 -1.758  0.14
56 C 8.939 -3.456 -1.404  -0.20
57 C 7.825 -2.674 -0.949  -0.24
58 C 6.524 -3.167 -1.058  -0.01
59 C 5.456 -2.414 -0.618  0.00
60 C 5.670 -1.155 -0.052  -0.18
61 C 6.969 -0.667 0.060  0.00
62 C 8.038 -1.417 -0.390  -0.02
63 N 4.588 -0.388 0.390  -0.01
64 C 4.552 0.987 0.590  -0.04
65 C 3.283 1.280 0.970  -0.11
66 N 2.532 0.121 1.020  0.04
67 C 3.328 -0.847 0.673  -0.17
68 H 6.353 -4.139 -1.501  0.12
69 H 4.450 -2.793 -0.737  0.11
70 H 7.145 0.297 0.515  0.11
71 H 9.045 -1.033 -0.302  0.12
72 H 5.396 1.619 0.383  0.11
73 H 2.845 2.242 1.209  0.05
74 H 3.040 -1.883 0.601  0.11
75 O -0.086 -4.296 -1.320  0.00
76 C 0.769 -3.403 -1.270  -0.66
77 O 1.021 -2.597 -0.342  -0.23
78 C 1.633 -3.210 -2.527  -0.08
79 C 2.550 -2.170 -2.593  0.06
80 C 3.297 -1.995 -3.745  -0.12
81 C 3.133 -2.783 -4.867  0.07
82 C 2.188 -3.785 -4.777  -0.14
83 C 1.455 -4.028 -3.629  0.05
84 N 1.916 -4.594 -5.971  -0.34
85 O 0.899 -5.266 -5.980  0.06
86 O 2.716 -4.558 -6.886  0.07
87 N 4.298 -0.917 -3.791  -0.33
88 O 4.513 -0.300 -2.766  0.07
89 O 4.901 -0.745 -4.835  0.08
90 H 2.662 -1.499 -1.754  0.11
91 H 3.694 -2.609 -5.770  0.13
92 H 0.725 -4.822 -3.576  0.13

As for the charge: -2. The calculation puts the strongest force on any atom at 0.588 eV/A. The calculation puts the energy above the lowest of the compared OMol25 structures with the same formula, charge and spin at 5.0 kcal per mole. The LUMO energy is 2.7238 eV.

no.,HOMO-LUMO gap (eV)
1,7.0131
2,5.4497
3,5.2672